Record 1
CHNO2S in the gas phase at a distorted geometry, computed with ωB97M-V/def2-TZVPD.

Atoms and positions in Å:
C1 1.686 0.233 0.169
N1 0.572 -0.206 0.084
O1 2.832 0.364 0.210
O2 -0.645 0.301 0.413
S1 -1.931 0.175 -0.744
H1 -2.515 -0.867 -0.132

Frontier orbital gap   0.35755 Ha
E_HOMO   -10.045 eV
Net charge   0
E   -642.0109 Ha
Relative energy (zero: lowest compared OMol25 entry of this formula, charge and spin)   209.2 kJ/mol

---

Record 2
2 unconnected molecules or ions with the total composition CHNO2S at a distorted geometry, computed with ωB97M-V/def2-TZVPD.

Atoms and positions in Å:
C1 1.189 -0.250 -0.034
N1 1.600 1.156 0.015
O1 2.756 1.389 0.137
O2 0.730 1.928 -0.241
S1 2.058 -1.589 0.060
H1 -0.144 -0.244 -0.779

Frontier orbital gap   0.29438 Ha
E_HOMO   -10.104 eV
Net charge   0
E   -641.9225 Ha
Relative energy (zero: lowest compared OMol25 entry of this formula, charge and spin)   441.3 kJ/mol

---

Record 3
CHNO3 in the gas phase at a distorted geometry, computed with ωB97M-V/def2-TZVPD.

Atoms and positions in Å:
C1 -1.002 -0.141 -0.010
N1 0.293 -0.213 -0.461
O1 -2.049 0.585 0.144
O2 -0.471 -1.281 0.238
O3 1.238 0.406 0.299
H1 1.991 0.644 -0.210

Frontier orbital gap   0.41840 Ha
E_HOMO   -10.989 eV
Net charge   0
E   -319.0242 Ha
Relative energy (zero: lowest compared OMol25 entry of this formula, charge and spin)   250.4 kJ/mol

---

Record 4
CHNO3S in the gas phase at a distorted geometry, computed with ωB97M-V/def2-TZVPD.

Atoms and positions in Å:
C1 0.173 0.429 0.395
N1 1.180 -0.058 0.480
O1 3.363 1.161 0.518
O2 3.647 -1.325 0.236
O3 2.225 0.033 -1.328
S1 3.018 -0.080 -0.118
H1 -0.383 1.252 0.040

Frontier orbital gap   0.39258 Ha
E_HOMO   -11.271 eV
Net charge   0
E   -717.2599 Ha
Relative energy (zero: lowest compared OMol25 entry of this formula, charge and spin)   281.6 kJ/mol

---

Record 5
CHNO4 in the gas phase at a distorted geometry, computed with ωB97M-V/def2-TZVPD.

Atoms and positions in Å:
C1 -1.256 0.369 -0.016
N1 1.254 -0.274 -0.022
O1 0.803 -1.368 0.036
O2 -2.088 1.180 0.025
O3 2.347 0.113 -0.073
O4 0.166 0.753 -0.086
H1 -1.226 -0.773 0.136

Frontier orbital gap   0.42341 Ha
E_HOMO   -11.844 eV
Net charge   0
E   -394.2648 Ha
Relative energy (zero: lowest compared OMol25 entry of this formula, charge and spin)   257.5 kJ/mol

---

Record 6
CHNO4 in the gas phase at a distorted geometry, computed with ωB97M-V/def2-TZVPD.

Atoms and positions in Å:
C1 0.960 0.992 0.055
N1 0.552 -0.076 0.567
O1 1.209 2.015 -0.477
O2 1.028 -1.191 0.913
O3 -1.460 -0.395 -0.761
O4 -0.983 -0.041 0.461
H1 -1.306 -1.303 -0.757

Frontier orbital gap   0.30361 Ha
E_HOMO   -9.467 eV
Net charge   0
E   -394.1366 Ha
Relative energy (zero: lowest compared OMol25 entry of this formula, charge and spin)   594.1 kJ/mol

---

Record 7
A molecular structure, CHO2Pb at a distorted geometry, computed with ωB97M-V/def2-TZVPD.

Atoms and positions in Å:
H1 1.228 -0.744 0.748
O1 0.253 0.950 0.451
C1 0.267 -0.311 0.376
O2 -0.387 -0.896 -0.528
Pb1 -1.361 1.001 -1.046

Frontier orbital gap (spin up / spin down)   0.23648 / 0.37304 Ha
2S+1   2
E_HOMO (spin up / spin down)   -6.445 / -10.520 eV
Net charge   0
E   -382.0020 Ha
Relative energy (zero: lowest compared OMol25 entry of this formula, charge and spin)   0.0 kJ/mol

---

Record 8
A molecular structure, CHO2Sc at a distorted geometry, computed with ωB97M-V/def2-TZVPD.

Atoms and positions in Å:
O1 -1.833 0.152 -0.074
C1 -0.781 0.673 0.063
O2 0.319 -0.113 0.121
Sc1 2.373 0.349 -0.068
H1 -0.078 -1.060 -0.042

Frontier orbital gap (spin up / spin down)   0.18365 / 0.40277 Ha
2S+1   2
E_HOMO (spin up / spin down)   -25.779 / -31.434 eV
Net charge   +3
E   -948.3113 Ha
Relative energy (zero: lowest compared OMol25 entry of this formula, charge and spin)   0.0 kJ/mol

---

Record 9
A molecular structure, CHO2Tl at a distorted geometry, computed with ωB97M-V/def2-TZVPD.

Atoms and positions in Å:
H1 -0.095 0.315 -1.594
O1 0.918 -0.616 -0.079
O2 -0.906 0.576 0.245
C1 -0.078 0.015 -0.525
Tl1 0.161 -0.291 1.953

Frontier orbital gap (spin up / spin down)   0.39601 / 0.27111 Ha
2S+1   2
E_HOMO (spin up / spin down)   -16.303 / -16.964 eV
Net charge   +1
E   -361.3281 Ha
Relative energy (zero: lowest compared OMol25 entry of this formula, charge and spin)   24.1 kJ/mol

---

Record 10
A molecular structure, CHO2Yb at a distorted geometry, computed with ωB97M-V/def2-TZVPD.

Atoms and positions in Å:
O1 -1.687 -0.041 -0.130
C1 -0.721 0.712 -0.013
O2 0.324 -0.062 0.078
Yb1 2.752 0.408 0.110
H1 -0.668 -1.017 -0.045

Frontier orbital gap (spin up / spin down)   0.43312 / 0.17885 Ha
2S+1   3
E_HOMO (spin up / spin down)   -27.536 / -26.287 eV
Net charge   +3
E   -1346.2566 Ha
Relative energy (zero: lowest compared OMol25 entry of this formula, charge and spin)   30.8 kJ/mol

---

Record 11
A molecular structure, CHO2Zn at a distorted geometry, computed with ωB97M-V/def2-TZVPD.

Atoms and positions in Å:
O1 0.345 0.539 0.794
C1 -0.073 0.239 -1.489
O2 -0.771 -0.599 -1.047
Zn1 -0.799 -0.826 0.957
H1 1.297 0.646 0.784

Frontier orbital gap   0.29267 Ha
E_HOMO   -16.116 eV
Net charge   +1
E   -1968.1276 Ha
Relative energy (zero: lowest compared OMol25 entry of this formula, charge and spin)   32.1 kJ/mol

---

Record 12
2 unconnected molecules or ions with the total composition CHO3PS at a distorted geometry, computed with ωB97M-V/def2-TZVPD.

Atoms and positions in Å:
C1 0.380 0.196 0.013
O1 2.563 -1.129 -0.752
O2 -1.941 1.080 1.002
O3 -1.999 -0.586 -0.837
P1 1.117 -1.124 -0.887
S1 -1.267 0.206 0.099
H1 1.148 1.357 1.363

Frontier orbital gap (spin up / spin down)   0.29563 / 0.29539 Ha
E_HOMO (spin up / spin down)   -10.042 / -10.043 eV
Net charge   0
E   -1003.7630 Ha
Relative energy (zero: lowest compared OMol25 entry of this formula, charge and spin)   613.1 kJ/mol

---

Record 13
2 unconnected molecules or ions with the total composition CHO3PS at a distorted geometry, computed with ωB97M-V/def2-TZVPD.

Atoms and positions in Å:
C1 -0.304 0.069 -0.471
O1 -1.662 2.260 0.368
O2 0.705 -2.238 0.361
O3 2.245 -0.305 0.291
P1 -0.296 1.790 0.170
S1 0.939 -0.869 0.049
H1 -1.628 -0.706 -0.769

Frontier orbital gap   0.32816 Ha
E_HOMO   -10.262 eV
Net charge   0
E   -1003.8231 Ha
Relative energy (zero: lowest compared OMol25 entry of this formula, charge and spin)   455.4 kJ/mol

---

Record 14
CHO3PS in the gas phase at a distorted geometry, computed with ωB97M-V/def2-TZVPD.

Atoms and positions in Å:
C1 -0.484 0.520 0.191
O1 0.055 -0.631 0.409
O2 -1.812 0.339 0.029
O3 0.027 1.559 0.111
P1 1.659 -1.254 0.292
S1 2.736 0.007 -0.678
H1 -2.182 -0.539 -0.354

Frontier orbital gap   0.30613 Ha
E_HOMO   -9.950 eV
Net charge   0
E   -1003.9918 Ha
Relative energy (zero: lowest compared OMol25 entry of this formula, charge and spin)   12.6 kJ/mol

---

Record 15
A gas-phase ion, CHO3PS2 (charge -2) at a distorted geometry, computed with ωB97M-V/def2-TZVPD.

Atoms and positions in Å:
C1 -0.302 1.222 -1.405
O1 2.433 0.772 -1.157
O2 -1.341 1.087 -0.763
O3 0.960 -0.353 0.515
P1 1.146 0.053 -1.103
S1 -0.104 2.294 -2.717
S2 1.072 -1.575 -2.213
H1 0.062 -0.540 0.595

Frontier orbital gap   0.22027 Ha
E_HOMO   0.039 eV
Net charge   -2
E   -1402.2610 Ha
Relative energy (zero: lowest compared OMol25 entry of this formula, charge and spin)   4.7 kJ/mol

---

Record 16
A molecular structure, CHO3Sn at a distorted geometry, computed with ωB97M-V/def2-TZVPD.

Atoms and positions in Å:
Sn1 -2.243 1.442 -1.027
O1 1.258 -0.594 0.780
C1 0.304 0.019 0.082
O2 -0.643 -0.621 -0.470
O3 0.378 1.262 -0.055
H1 0.946 -1.508 0.689

Frontier orbital gap   0.25076 Ha
E_HOMO   -14.741 eV
Net charge   +1
E   -478.4104 Ha
Relative energy (zero: lowest compared OMol25 entry of this formula, charge and spin)   164.6 kJ/mol

---

Record 17
A gas-phase ion, CHO5S (charge -1) at a distorted geometry, computed with ωB97M-V/def2-TZVPD.

Atoms and positions in Å:
C1 1.128 -0.720 -0.031
O1 1.386 0.591 0.146
O2 2.050 -1.513 -0.012
O3 -0.148 -1.082 -0.236
O4 -2.255 -0.166 0.954
O5 -1.159 1.495 -0.459
S1 -1.643 0.116 -0.330
H1 0.641 1.279 -0.033

Frontier orbital gap   0.33140 Ha
E_HOMO   -5.227 eV
Net charge   -1
E   -813.2067 Ha
Relative energy (zero: lowest compared OMol25 entry of this formula, charge and spin)   0.0 kJ/mol

---

Record 18
A gas-phase ion, CHOS (charge -1) at a distorted geometry, computed with ωB97M-V/def2-TZVPD.

Atoms and positions in Å:
C1 0.051 0.068 0.082
O1 0.361 -1.488 -0.036
S1 -1.394 0.805 -0.026
H1 0.981 0.615 -0.020

Frontier orbital gap   0.27494 Ha
E_HOMO   -3.494 eV
Net charge   -1
E   -512.1020 Ha
Relative energy (zero: lowest compared OMol25 entry of this formula, charge and spin)   183.8 kJ/mol

---

Record 19
A molecular structure, CI3O3S at a distorted geometry, computed with ωB97M-V/def2-TZVPD.

Atoms and positions in Å:
C1 -1.749 -1.098 -0.182
O1 2.059 0.003 -1.377
O2 2.817 0.731 0.762
O3 1.149 2.088 -0.463
S1 1.786 0.835 -0.211
I1 -0.092 -0.333 1.142
I2 -3.102 0.566 -0.444
I3 -2.869 -2.791 0.772

Frontier orbital gap (spin up / spin down)   0.24242 / 0.24246 Ha
E_HOMO (spin up / spin down)   -4.428 / -4.430 eV
Net charge   -1
E   -1555.0825 Ha
Relative energy (zero: lowest compared OMol25 entry of this formula, charge and spin)   286.4 kJ/mol

---

Record 20
A molecular structure, CI3OP at a distorted geometry, computed with ωB97M-V/def2-TZVPD.

Atoms and positions in Å:
C1 -1.743 -1.005 0.754
O1 1.235 0.413 1.162
P1 1.226 -0.783 0.368
I1 3.311 -1.092 -0.901
I2 -2.763 0.348 -0.504
I3 -2.545 -2.925 0.823

Frontier orbital gap   0.25614 Ha
E_HOMO   -8.983 eV
Net charge   0
E   -1347.6801 Ha
Relative energy (zero: lowest compared OMol25 entry of this formula, charge and spin)   206.9 kJ/mol